Entry 1:
ORCA calculation (wB97M-V/def2-TZVPD) on a structure of composition H14NaO7.

The geometry in XYZ format:
```
22
Properties=species:S:1:pos:R:3:forces:R:3
Na -7.575888 16.652420 9.404827 0.121 -0.262 -0.471
O -7.212943 15.418295 11.424880 0.124 0.255 0.022
H -6.888524 16.045657 12.079730 -0.027 -0.032 0.144
H -7.065284 14.556853 11.826327 -0.016 -0.083 -0.037
O -8.868451 14.404645 8.989228 -0.018 0.217 0.078
H -8.495240 13.666019 9.478447 0.059 -0.050 0.000
H -9.559655 14.012760 8.447561 -0.052 0.004 -0.044
O -8.081933 16.746810 7.018127 0.004 0.152 0.199
H -8.225275 17.562093 6.528383 0.016 0.042 -0.046
H -8.499572 16.059610 6.491839 0.033 -0.091 0.000
O -9.241730 20.216860 8.954168 0.181 0.226 -0.001
H -9.176813 19.308590 9.254055 -0.118 -0.214 -0.125
H -9.699842 20.172912 8.110801 -0.096 0.044 0.008
O -5.368911 15.461018 8.832970 -0.213 0.102 0.170
H -4.691088 15.548501 8.156465 -0.028 0.001 -0.098
H -4.893373 15.507933 9.667819 0.081 -0.064 0.021
O -6.231240 18.677705 9.308952 -0.074 -0.225 0.231
H -6.142382 19.305263 10.032577 -0.062 0.137 -0.023
H -5.712609 19.055418 8.593137 -0.019 -0.021 -0.100
O -9.690241 17.566804 10.222178 0.260 -0.146 0.098
H -9.950371 18.121387 10.965469 -0.065 0.051 0.036
H -10.156175 16.733767 10.354841 -0.092 -0.044 -0.062
```
Forces are in eV/Å.

highest occupied orbital energy: -14.0 eV
charge: +1
orbital gap: 10.9 eV
spin multiplicity: 1
lowest unoccupied orbital energy: -3.14 eV

Mulliken atomic charge list, values in e, 5 entries:
1. Na 0.735
2. O -0.529
3. H 0.297
4. H 0.269
5. O -0.487

---

Entry 2:
ORCA calculation (wB97M-V/def2-TZVPD) on a structure of composition C32H37BaI2N3O6Sb2.

The geometry in XYZ format:
```
83
Properties=species:S:1:pos:R:3:forces:R:3
Ba 0.581411 -0.407115 1.034722 -0.421 -0.554 0.095
C 2.968347 3.247286 -0.309264 -0.006 0.057 0.007
Sb 3.489914 1.188067 -0.348905 -0.065 -0.098 -0.061
C 5.006334 1.245572 1.152815 0.003 0.072 -0.005
C 4.842153 1.258807 -2.048994 0.051 -0.046 0.179
C 4.192517 1.229691 -3.393867 -0.034 0.018 -0.080
C 4.014130 2.438129 -4.072075 -0.006 -0.017 -0.017
C 3.490040 2.489951 -5.351315 -0.005 0.026 -0.004
C 3.146787 1.310287 -5.994955 -0.021 -0.017 -0.049
C 3.297359 0.107284 -5.329056 -0.019 -0.019 0.005
C 3.786606 0.041414 -4.023809 0.032 0.067 0.004
C 3.830947 -1.291347 -3.340437 -0.162 -0.098 0.049
Sb 1.848135 -2.240900 -3.289938 0.055 0.124 0.059
C 1.922130 -2.778520 -1.197173 0.002 0.023 -0.170
C 0.692325 -0.428206 -3.040671 0.116 -0.197 0.083
H 2.229494 3.458475 -1.079200 -0.019 -0.013 -0.004
H 3.839399 3.889155 -0.437085 0.047 -0.051 -0.008
H 2.518681 3.428653 0.665231 -0.019 0.049 -0.011
H 5.787200 1.959296 0.893884 -0.006 0.027 -0.009
H 5.450750 0.260867 1.287621 -0.002 -0.012 0.002
H 4.518273 1.550743 2.077461 0.026 -0.015 0.030
H 5.538475 0.429294 -1.917803 0.008 -0.004 -0.010
H 5.407114 2.182907 -1.925352 0.032 0.000 -0.022
H 4.316570 3.355389 -3.580152 0.003 0.013 -0.001
H 3.369200 3.441911 -5.851447 0.003 0.010 0.006
H 2.762193 1.327606 -7.006430 -0.002 -0.003 -0.004
H 3.018417 -0.817660 -5.825640 -0.008 0.013 -0.018
H 4.198661 -1.226328 -2.318740 -0.006 -0.021 0.004
H 4.460400 -1.997679 -3.883279 0.046 0.023 -0.002
H 2.461474 -3.718487 -1.095164 0.011 -0.007 0.059
H 0.920171 -2.930734 -0.788421 0.002 0.000 0.025
H 2.472264 -2.001811 -0.660608 -0.013 0.001 0.031
H 1.092149 0.328538 -3.713685 -0.034 0.048 0.002
H 0.750436 -0.050950 -2.020352 0.002 0.125 0.013
H -0.346882 -0.625448 -3.301566 -0.001 -0.004 -0.029
O -1.838287 4.207544 3.853290 -0.006 -0.175 -0.075
C -1.120014 3.517163 3.171659 -0.070 0.380 0.104
C 0.210116 2.921242 3.588209 0.016 -0.079 0.236
O 0.696618 2.977616 4.695889 0.006 0.029 -0.120
C 0.721374 2.186030 2.413938 0.091 -0.043 -0.166
C -0.174931 2.373286 1.311093 -0.010 0.134 0.015
O -0.024704 1.881629 0.131203 0.159 -0.050 0.034
C -1.379421 3.049662 1.764373 -0.214 -0.012 0.074
O -2.444032 3.153173 1.153445 0.137 -0.013 -0.021
O 1.757087 1.437898 2.396519 -0.122 0.187 -0.072
I -1.126380 -5.710148 1.058455 -0.054 0.117 0.201
C -1.547224 -4.403176 2.649956 0.050 -0.150 -0.390
C -2.068291 -4.907908 3.843186 -0.038 0.123 0.138
C -2.355522 -4.058155 4.876903 -0.131 -0.241 0.245
I -3.133096 -4.885261 6.651016 0.083 0.085 -0.187
C -2.146299 -2.665110 4.747488 -0.100 0.300 -0.011
C -2.435618 -1.709972 5.754603 0.021 -0.100 -0.031
C -2.213425 -0.385787 5.526483 0.011 0.025 -0.048
C -1.687517 0.013062 4.282345 -0.017 0.072 0.121
N -1.399187 -0.827946 3.320378 0.217 -0.170 0.084
C -1.630310 -2.158083 3.530362 0.237 -0.250 -0.239
C -1.282891 -3.052200 2.427510 -0.112 -0.012 0.274
O -0.774365 -2.599661 1.344457 0.095 0.332 -0.243
H -2.240531 -5.969782 3.949188 0.010 -0.009 -0.027
H -2.830390 -2.046146 6.703999 -0.002 -0.004 0.001
H -2.420837 0.357137 6.283223 0.004 0.030 -0.013
H -1.500689 1.064134 4.094556 0.015 -0.019 -0.007
C -3.905286 1.085519 -1.631407 -0.063 -0.018 0.004
C -2.442227 0.921003 -1.175956 0.003 0.104 -0.014
N -2.318431 -0.239874 -0.294335 0.300 -0.046 -0.060
C -2.631494 -1.462606 -1.021033 -0.070 -0.106 0.079
C -4.056457 -1.372104 -1.621199 -0.002 0.020 0.020
N -4.673102 -0.100290 -1.110977 -0.018 0.001 -0.042
C -4.679227 -0.089804 0.391552 -0.009 0.006 -0.004
C -3.205413 -0.102960 0.856092 -0.057 0.060 0.013
H -4.030413 1.091565 -2.713647 0.008 0.028 0.002
H -4.367261 1.976046 -1.206250 0.007 -0.009 0.009
H -2.121162 1.809717 -0.637394 0.042 -0.021 -0.015
H -1.775900 0.781095 -2.026504 -0.029 0.005 -0.012
H -2.542075 -2.304629 -0.334165 0.023 -0.001 -0.009
H -1.900409 -1.605161 -1.816843 -0.016 0.011 -0.016
H -4.700918 -2.193680 -1.312067 0.007 -0.001 -0.002
H -4.059417 -1.304993 -2.708349 0.000 -0.021 0.001
H -5.633028 -0.041984 -1.440724 0.014 -0.009 -0.005
H -5.236838 -0.970764 0.708193 0.003 0.015 0.024
H -5.209235 0.808950 0.703295 0.007 -0.010 0.013
H -3.027781 -0.929889 1.537596 -0.009 -0.019 -0.013
H -2.968736 0.830464 1.364043 -0.011 0.004 -0.003
```
Forces are in eV/Å.

highest occupied orbital energy: -7.0 eV
charge: 0
orbital gap: 6.2 eV
spin multiplicity: 1
lowest unoccupied orbital energy: -0.83 eV

Mulliken atomic charge list, values in e, 5 entries:
1. Ba 0.876
2. C -1.324
3. Sb 0.711
4. C -1.356
5. C -1.782

---

Entry 3:
ORCA calculation (wB97M-V/def2-TZVPD) on a cluster of 2 separate species, C8H14NP in total in a non-equilibrium geometry.

The geometry in XYZ format:
```
24
Properties=species:S:1:pos:R:3:forces:R:3
C 2.747152 -1.216212 1.017200 0.329 1.226 0.964
C 1.925141 -1.014733 -0.000833 -0.014 -0.293 -1.578
C 1.816214 -1.857255 -1.254910 0.239 0.970 0.097
N 1.013573 0.047218 -0.036471 -0.155 -0.648 0.604
C 1.270997 1.237088 0.266023 -0.978 2.316 -0.572
C 2.596855 1.974163 0.516708 -0.345 -2.387 1.674
H 2.614818 -0.420565 1.781127 0.586 -0.946 -0.103
H 3.590271 -1.914938 1.085569 -0.840 0.040 -0.058
H 0.786200 -2.098688 -1.514310 -0.041 0.007 0.267
H 2.394034 -2.743359 -1.121705 0.383 -0.732 -0.156
H 2.216257 -1.268325 -2.096430 -0.047 -0.264 0.167
H 0.319823 1.894344 0.266053 1.537 -0.654 0.086
H 2.718466 2.878135 -0.008125 -0.211 1.066 -0.735
H 3.434932 1.295990 0.332708 -0.071 0.169 -0.232
H 2.657036 2.172871 1.608211 -0.099 0.180 -0.540
C -4.849929 0.371323 -0.493192 -0.151 2.657 1.728
C -3.390753 0.060682 -0.666038 -0.219 0.077 -1.778
C -2.566323 -0.426544 0.203346 -0.237 0.199 0.435
P -1.540227 -0.981772 1.326231 0.567 0.180 0.218
H -5.090416 0.616069 0.584891 0.611 0.097 -0.931
H -5.517189 -0.432652 -0.610510 -0.611 -1.284 -0.998
H -5.184797 1.276213 -1.094907 0.444 -1.288 0.559
H -2.976614 0.227197 -1.688683 -0.335 -0.240 0.669
H -0.985531 0.323746 1.598055 -0.340 -0.444 0.214
```
Forces are in eV/Å.

highest occupied orbital energy: -8.4 eV
SMILES: C=C(C)/N=C\C.CC=C=P
charge: 0
orbital gap: 9.2 eV
spin multiplicity: 1
lowest unoccupied orbital energy: 0.79 eV

Mulliken atomic charge list, values in e, 5 entries:
1. C -0.935
2. C 0.651
3. C -1.142
4. N -0.296
5. C 0.126

---

Question: What is the lowest unoccupied orbital energy in the second record?
Answer: -0.83 eV

---

Copy entry 3 word for word.
ORCA calculation (wB97M-V/def2-TZVPD) on a cluster of 2 separate species, C8H14NP in total in a non-equilibrium geometry.

The geometry in XYZ format:
```
24
Properties=species:S:1:pos:R:3:forces:R:3
C 2.747152 -1.216212 1.017200 0.329 1.226 0.964
C 1.925141 -1.014733 -0.000833 -0.014 -0.293 -1.578
C 1.816214 -1.857255 -1.254910 0.239 0.970 0.097
N 1.013573 0.047218 -0.036471 -0.155 -0.648 0.604
C 1.270997 1.237088 0.266023 -0.978 2.316 -0.572
C 2.596855 1.974163 0.516708 -0.345 -2.387 1.674
H 2.614818 -0.420565 1.781127 0.586 -0.946 -0.103
H 3.590271 -1.914938 1.085569 -0.840 0.040 -0.058
H 0.786200 -2.098688 -1.514310 -0.041 0.007 0.267
H 2.394034 -2.743359 -1.121705 0.383 -0.732 -0.156
H 2.216257 -1.268325 -2.096430 -0.047 -0.264 0.167
H 0.319823 1.894344 0.266053 1.537 -0.654 0.086
H 2.718466 2.878135 -0.008125 -0.211 1.066 -0.735
H 3.434932 1.295990 0.332708 -0.071 0.169 -0.232
H 2.657036 2.172871 1.608211 -0.099 0.180 -0.540
C -4.849929 0.371323 -0.493192 -0.151 2.657 1.728
C -3.390753 0.060682 -0.666038 -0.219 0.077 -1.778
C -2.566323 -0.426544 0.203346 -0.237 0.199 0.435
P -1.540227 -0.981772 1.326231 0.567 0.180 0.218
H -5.090416 0.616069 0.584891 0.611 0.097 -0.931
H -5.517189 -0.432652 -0.610510 -0.611 -1.284 -0.998
H -5.184797 1.276213 -1.094907 0.444 -1.288 0.559
H -2.976614 0.227197 -1.688683 -0.335 -0.240 0.669
H -0.985531 0.323746 1.598055 -0.340 -0.444 0.214
```
Forces are in eV/Å.

highest occupied orbital energy: -8.4 eV
SMILES: C=C(C)/N=C\C.CC=C=P
charge: 0
orbital gap: 9.2 eV
spin multiplicity: 1
lowest unoccupied orbital energy: 0.79 eV

Mulliken atomic charge list, values in e, 5 entries:
1. C -0.935
2. C 0.651
3. C -1.142
4. N -0.296
5. C 0.126

---

Question: charge of number 1 (H14NaO7)?
Answer: +1